{"formula": "C28H43F3NbO25", "method": "ωB97M-V/def2-TZVPD", "largest_force_ha_per_bohr": 0.04523, "homo_energy_ha": -0.166, "gap_ev": 6.14, "charge": -1, "elements": ["F", "C", "F", "F", "C", "O", "C", "C", "Nb", "H", "H", "H", "H", "H", "H", "H", "H", "H", "H", "H", "C", "C", "O", "C", "O", "O", "H", "H", "H", "H", "C", "C", "O", "C", "O", "O", "H", "H", "H", "H", "C", "C", "O", "C", "O", "O", "H", "H", "H", "H", "C", "C", "O", "C", "O", "O", "H", "H", "H", "H", "C", "C", "O", "C", "O", "O", "H", "H", "H", "H", "C", "C", "O", "C", "O", "O", "H", "H", "H", "H", "C", "C", "O", "C", "O", "O", "H", "H", "H", "H", "C", "C", "O", "C", "O", "O", "H", "H", "H", "H"], "xyz": [[3.3745, -3.4529, 0.7043], [3.4300, -3.0741, -0.6221], [2.3827, -3.5436, -1.3914], [4.5947, -3.6956, -1.1465], [3.5940, -1.5187, -0.8796], [3.0201, -0.6680, 0.1047], [1.6086, -0.9180, 0.3351], [0.6515, -0.7219, -0.9357], [-1.0389, -2.2540, -0.7582], [3.2675, -1.3093, -1.9380], [4.7161, -1.3154, -0.8543], [1.3753, -1.9223, 0.7975], [1.2800, -0.1416, 1.1040], [1.1777, -0.7051, -1.9318], [0.1475, 0.3013, -0.8241], [-2.2926, -0.9566, -1.1448], [-1.1993, -1.7188, 1.0019], [0.0473, -3.5767, -0.1564], [-0.8187, -2.6999, -2.5155], [-2.4364, -3.4180, -0.6232], [0.7094, 2.0131, 3.7681], [-0.2270, 3.1847, 3.7483], [-1.2719, 2.7448, 2.8883], [-1.2616, 1.3830, 2.9080], [-2.1090, 0.6976, 2.4275], [-0.1596, 0.9083, 3.5467], [1.2322, 1.9127, 4.7194], [1.4459, 2.0509, 2.9602], [-0.6470, 3.4004, 4.7324], [0.2427, 4.0881, 3.3576], [1.0260, -2.3697, -5.7640], [2.3517, -2.2510, -6.4558], [2.9285, -1.1070, -5.8418], [2.3405, -0.9664, -4.6218], [2.7140, -0.2032, -3.7836], [1.2799, -1.8037, -4.4852], [0.6949, -3.4039, -5.6704], [0.2417, -1.7890, -6.2575], [2.9980, -3.1143, -6.2735], [2.2506, -2.1053, -7.5318], [-4.9189, 1.1535, 0.4980], [-6.0236, 1.1710, 1.5092], [-7.1511, 1.5824, 0.7390], [-6.8918, 1.2619, -0.5567], [-7.7005, 1.3194, -1.4426], [-5.6048, 0.8701, -0.7198], [-4.1702, 0.3912, 0.7113], [-4.4215, 2.1226, 0.4050], [-6.2232, 0.1813, 1.9290], [-5.8328, 1.8691, 2.3243], [5.0006, -7.0610, 3.4726], [4.8020, -5.6884, 2.9032], [3.9304, -5.0742, 3.8478], [4.0921, -5.7262, 5.0281], [3.6356, -5.3607, 6.0693], [4.8431, -6.8508, 4.8727], [5.9860, -7.4671, 3.2495], [4.2405, -7.7684, 3.1333], [5.7328, -5.1157, 2.8565], [4.3501, -5.7099, 1.9121], [-1.6407, 7.0164, 6.9666], [-2.5022, 5.7955, 7.1063], [-1.6614, 4.7566, 6.6195], [-0.3767, 5.1785, 6.7579], [0.5796, 4.4836, 6.5995], [-0.3237, 6.4932, 7.0998], [-1.8426, 7.7611, 7.7368], [-1.7365, 7.4867, 5.9841], [-2.7615, 5.5823, 8.1470], [-3.4185, 5.8612, 6.5196], [6.4410, -11.1621, 0.4751], [5.9155, -10.9571, 1.8661], [5.6948, -9.5527, 1.9190], [5.5288, -9.1227, 0.6388], [5.1625, -8.0290, 0.3412], [5.8345, -10.1018, -0.2538], [6.1589, -12.1299, 0.0599], [7.5278, -11.0541, 0.4176], [4.9652, -11.4710, 2.0351], [6.6268, -11.2679, 2.6316], [-5.0789, 4.6575, -3.8995], [-5.9508, 4.2954, -2.7349], [-5.1700, 4.6953, -1.6127], [-4.3096, 5.6533, -2.0429], [-3.6278, 6.3200, -1.3245], [-4.3247, 5.7589, -3.3998], [-5.6545, 4.9465, -4.7791], [-4.3911, 3.8533, -4.1744], [-6.8912, 4.8535, -2.7272], [-6.1728, 3.2285, -2.6944], [-1.4172, 7.9718, -6.0119], [-2.5283, 7.9839, -5.0043], [-3.6525, 8.4007, -5.7732], [-3.3906, 8.0889, -7.0695], [-4.1915, 8.1513, -7.9523], [-2.0985, 7.6955, -7.2313], [-0.6703, 7.2063, -5.8013], [-0.9175, 8.9411, -6.0975], [-2.7300, 6.9937, -4.5917], [-2.3399, 8.6767, -4.1842]], "atomic_forces_ev_per_a": [[-0.372, 0.338, -2.233], [0.820, 0.412, -1.034], [1.463, 0.058, 1.807], [-1.660, 0.538, 0.758], [1.114, 0.035, 0.371], [-0.272, -1.216, -0.603], [-1.793, 0.724, -0.111], [0.109, 1.021, 0.299], [1.239, 0.934, -0.424], [-0.022, -0.295, 1.208], [-1.423, -0.314, 0.107], [0.965, 0.893, -0.355], [0.615, -1.080, -0.889], [-0.364, -0.096, 1.136], [0.697, -1.163, -0.296], [-0.598, -0.124, 0.471], [0.074, 0.084, 0.106], [-0.345, -0.540, 0.656], [0.055, -0.125, -0.627], [-0.412, -0.162, -0.206], [0.727, -0.088, 0.189], [0.037, 0.691, 0.267], [0.066, -0.324, -0.058], [-0.446, -0.682, -0.367], [0.153, 0.463, 0.322], [-0.400, 0.297, -0.147], [-0.130, -0.151, -0.057], [-0.066, -0.015, 0.003], [0.045, -0.105, -0.082], [-0.163, -0.058, -0.103], [-0.669, -0.432, -0.072], [0.244, -0.343, -0.567], [-0.110, 0.108, 0.226], [-0.138, 0.255, 0.594], [-0.034, -0.257, -0.517], [0.690, 0.420, -0.191], [-0.025, 0.134, 0.227], [0.048, -0.002, 0.033], [-0.038, 0.037, 0.036], [0.120, 0.154, 0.095], [1.080, -0.134, 0.267], [0.116, -0.101, 0.694], [-0.114, -0.037, -0.562], [-0.124, -0.124, -0.486], [0.404, 0.113, 0.477], [-0.915, 0.263, -0.005], [-0.003, 0.025, -0.256], [-0.054, -0.046, -0.012], [-0.003, 0.039, -0.074], [-0.178, 0.034, -0.126], [0.206, -0.479, -0.319], [0.094, 0.263, -0.819], [0.106, -0.388, 0.571], [-0.361, 0.418, 0.431], [0.241, -0.222, -0.385], [-0.178, 0.376, 0.134], [-0.094, 0.004, 0.216], [0.043, 0.081, 0.016], [-0.046, -0.019, 0.041], [-0.075, 0.136, 0.160], [-0.165, 0.713, -0.018], [-0.760, -0.058, 0.130], [0.415, 0.213, 0.028], [0.608, -0.416, -0.036], [-0.401, 0.330, 0.069], [-0.078, -0.424, -0.057], [0.215, -0.067, -0.017], [0.008, -0.062, 0.033], [0.055, 0.004, -0.044], [0.133, -0.189, -0.042], [0.343, -0.529, -0.321], [-0.029, -0.470, 0.595], [0.092, -0.118, -0.444], [-0.290, 0.765, -0.344], [0.197, -0.465, 0.221], [-0.106, 0.210, 0.359], [-0.055, 0.177, -0.121], [-0.052, 0.024, 0.024], [0.035, 0.046, -0.041], [-0.079, 0.211, 0.023], [-0.043, -0.311, -0.733], [-0.715, -0.585, -0.018], [0.441, 0.432, -0.250], [0.299, 0.236, 0.614], [-0.254, -0.199, -0.382], [-0.042, -0.010, 0.459], [0.151, 0.169, 0.077], [-0.021, 0.039, 0.076], [0.071, 0.003, 0.012], [0.053, 0.087, 0.200], [0.705, 0.038, 0.098], [0.131, -0.156, 0.825], [0.142, -0.052, -0.550], [-0.510, 0.045, -0.427], [0.353, -0.032, 0.349], [-0.435, 0.103, 0.065], [-0.100, -0.009, -0.197], [-0.048, -0.030, -0.029], [0.005, 0.109, -0.029], [-0.214, 0.007, -0.089]]}



{"formula": "C28H43F9OP2Y", "method": "ωB97M-V/def2-TZVPD", "largest_force_ha_per_bohr": 0.06327, "homo_energy_ha": -0.386, "gap_ev": 6.95, "charge": 1, "elements": ["Y", "C", "C", "C", "C", "C", "C", "H", "H", "H", "C", "H", "H", "H", "C", "H", "H", "H", "C", "H", "H", "H", "C", "H", "H", "H", "C", "C", "C", "C", "C", "C", "C", "C", "H", "H", "H", "H", "H", "H", "H", "H", "H", "H", "H", "H", "P", "P", "C", "C", "H", "H", "H", "H", "C", "H", "H", "H", "C", "H", "H", "H", "C", "H", "H", "H", "C", "H", "H", "H", "F", "C", "F", "F", "C", "O", "C", "F", "F", "F", "C", "F", "F", "F"], "xyz": [[1.4684, 1.8945, -0.6785], [0.1252, -0.1518, 0.9610], [0.6150, -0.8446, -0.1814], [2.4139, 0.1353, 0.8855], [1.2263, 0.4340, 1.6238], [2.0232, -0.6431, -0.2635], [-1.2748, -0.2481, 1.4374], [-1.9883, -0.2578, 0.5970], [-1.5566, 0.5975, 2.0727], [-1.4527, -1.1778, 2.0131], [1.2193, 1.1249, 2.9262], [0.2617, 1.0046, 3.4425], [1.3976, 2.2032, 2.8148], [2.0123, 0.7271, 3.5743], [3.7989, 0.3473, 1.3856], [3.8636, 0.0215, 2.4396], [4.1212, 1.4046, 1.3625], [4.5342, -0.2387, 0.8145], [2.9226, -1.3268, -1.2082], [2.7669, -2.4132, -1.2235], [3.9828, -1.1592, -0.9890], [2.7337, -0.9915, -2.2317], [-0.1681, -1.8833, -0.8769], [0.4301, -2.7744, -1.0936], [-0.5667, -1.5213, -1.8233], [-1.0471, -2.2070, -0.3022], [-2.8896, 0.5177, -3.3693], [-3.5894, -0.6152, -3.4976], [-3.0360, -1.9483, -3.8786], [-2.2132, -2.0193, -5.1831], [-0.7324, -2.0651, -5.0142], [0.0857, -1.0965, -4.5853], [-0.3375, 0.1034, -3.7972], [-1.6355, 0.8565, -4.1397], [-3.9162, -2.6035, -4.0322], [-2.5083, -1.2046, -5.8416], [-2.4323, -2.3777, -3.0730], [-1.7914, 0.7624, -5.2185], [-3.2179, 1.3133, -2.6776], [-4.6791, -0.6115, -3.2834], [-1.4444, 1.9228, -3.9130], [-0.3871, -0.1467, -2.7512], [1.1786, -1.2250, -4.6672], [0.5007, 0.8170, -3.8708], [-2.5191, -2.9378, -5.7075], [-0.2723, -2.9764, -5.3970], [0.9724, 3.3313, -3.7322], [3.5247, 2.1460, -2.4676], [2.6003, 3.7966, -4.5245], [3.7686, 3.6188, -3.5830], [2.4856, 4.8334, -4.8696], [2.7095, 3.1510, -5.4057], [4.7021, 3.4670, -4.1405], [3.8915, 4.4984, -2.9404], [5.2661, 1.9871, -1.9470], [5.4075, 1.0453, -1.4075], [5.5222, 2.8225, -1.2840], [5.9209, 2.0176, -2.8293], [3.4771, 0.8143, -3.7563], [3.9708, 1.1307, -4.6844], [2.4530, 0.5021, -4.0036], [4.0077, -0.0672, -3.3769], [0.5424, 5.0385, -3.1934], [-0.2356, 4.9831, -2.4310], [0.1765, 5.6362, -4.0351], [1.4143, 5.5273, -2.7498], [0.2047, 3.3287, -5.4441], [0.7117, 2.5816, -6.0699], [0.3374, 4.3205, -5.9132], [-0.8645, 3.1021, -5.4249], [0.4817, 4.9514, 2.0229], [-0.3214, 5.0445, 0.9230], [-1.1313, 6.1071, 1.0565], [0.5216, 5.3098, -0.1227], [-1.0014, 3.6607, 0.7478], [0.0692, 2.8199, 0.4944], [-1.8138, 3.4422, 2.0593], [-2.5389, 4.5548, 2.3621], [-2.7075, 2.4150, 1.9972], [-0.9950, 3.1732, 3.1028], [-2.0538, 3.3990, -0.3207], [-3.2153, 4.0330, -0.0932], [-1.6365, 3.7330, -1.5767], [-2.2928, 2.0578, -0.4138]], "atomic_forces_ev_per_a": [[-1.863, -2.277, 1.388], [0.979, -0.045, -0.322], [0.501, 0.827, 0.628], [-0.698, -0.281, -0.656], [0.184, -0.410, -0.815], [-0.265, 0.568, 0.923], [-0.816, 0.052, 0.163], [0.254, -0.008, 0.295], [0.169, -0.384, -0.092], [0.186, 0.376, -0.204], [0.048, 0.476, 0.644], [0.233, 0.030, -0.085], [-0.046, -0.150, 0.169], [-0.203, 0.086, -0.070], [0.626, 0.186, 0.272], [0.075, 0.170, -0.410], [0.051, -0.260, 0.092], [-0.213, 0.224, 0.189], [0.416, -0.556, -0.803], [0.017, 0.116, 0.127], [-0.159, 0.020, -0.029], [0.077, -0.296, 0.098], [-0.647, -0.435, -0.745], [-0.009, 0.143, 0.010], [-0.056, -0.397, -0.052], [0.368, 0.146, 0.029], [-0.244, 0.079, 0.034], [-0.452, 0.515, 0.692], [-0.823, -0.604, -1.193], [-0.554, -0.518, 0.101], [1.042, 0.204, -0.692], [-0.314, -0.751, 0.438], [0.503, 0.963, -0.613], [0.667, 0.167, 0.474], [0.556, 0.114, 0.278], [0.048, 0.084, -0.060], [-0.242, 0.120, 0.123], [-0.192, 0.205, 0.129], [-0.480, -0.258, -0.964], [0.941, -0.013, 0.715], [-0.119, -0.494, -0.218], [0.127, -0.109, 0.559], [-0.594, -0.251, 0.132], [-0.364, -0.098, -0.033], [0.184, 0.313, 0.147], [0.102, 0.255, -0.088], [0.234, 1.461, -1.593], [2.263, 0.140, -1.929], [-0.182, -0.403, 0.140], [-0.037, 0.148, 0.485], [0.166, -0.312, -0.008], [0.095, 0.186, 0.230], [-0.108, 0.030, 0.279], [0.086, -0.072, -0.074], [0.139, -0.057, 0.360], [0.094, 0.170, -0.039], [0.049, -0.205, -0.093], [-0.182, -0.074, 0.288], [-0.248, -0.289, -0.037], [-0.061, 0.136, 0.304], [0.327, 0.119, 0.062], [-0.106, 0.304, -0.104], [-0.480, -0.061, 0.451], [0.191, 0.321, -0.268], [0.177, -0.111, 0.126], [-0.056, -0.051, -0.034], [-0.656, -0.250, 0.178], [-0.216, 0.087, 0.241], [0.089, -0.411, 0.368], [0.219, 0.087, -0.092], [-0.806, 0.360, -0.962], [0.609, 1.198, 0.043], [0.674, -0.767, -0.264], [-0.655, -0.251, 0.469], [0.997, -0.532, 0.247], [-1.651, 1.085, 0.483], [-0.621, -0.547, 2.158], [0.751, -1.058, -0.169], [0.779, 0.978, 0.001], [-0.655, 0.216, -0.790], [-1.093, -0.323, -1.795], [0.776, -0.383, -0.301], [-0.075, 0.147, 0.734], [0.175, 1.138, 0.199]]}